The following is a quantum chemistry calculation of an isolated molecule of C6H9N2P, from OMol25.

Properties
net charge: 0
gap between HOMO and LUMO (alpha / beta): 0.2183 / 0.3179 hartree
LUMO energy (alpha / beta): 0.51 / -0.98 eV
energy relative to the best compared isomer or geometry (same formula, charge and spin): 17.92 kcal per mole
2S+1: 3
<S²>: 2.02

Each line ends with the Mulliken charge.
Element x y z (Å)
C (1.311697, 1.391629, -1.521278)  -0.506
C (0.501079, 1.410632, -0.386112)  -0.198
C (1.302612, -0.645506, -0.771065)  -0.144
C (-1.276516, -1.789218, -1.142995)  -0.421
C (-0.986601, 0.573161, 2.003889)  -1.188
C (0.101247, -0.210560, 1.342539)  -0.179
N (1.851022, 0.223539, -1.743700)  -0.699
N (0.575845, 0.180993, 0.180425)  0.063
P (0.177133, -1.730882, -1.936480)  -0.114
H (1.525217, 2.230337, -2.157488)  0.409
H (-0.022036, 2.222418, 0.071749)  0.432
H (2.039063, -1.294371, -0.288892)  0.514
H (-2.088537, -2.308042, -1.624271)  0.294
H (-1.482355, -1.365303, -0.175316)  0.208
H (-1.472440, -0.024031, 2.770522)  0.319
H (-0.621864, 1.492952, 2.463961)  0.365
H (-1.739772, 0.864413, 1.264021)  0.375
H (0.305205, -1.222161, 1.650491)  0.471

Forces on atoms 1 to 3 (eV/Å):
C -0.599 1.389 0.374
C 0.592 0.849 -0.592
C -0.489 -0.721 0.039

---

The following is a quantum chemistry calculation of a cluster of 3 separate species, C3H10NO2 in total, from OMol25.

Properties
net charge: 0
gap between HOMO and LUMO (alpha / beta): 0.1896 / 0.2508 hartree
LUMO energy (alpha / beta): 0.00 / -0.11 eV
energy relative to the best compared isomer or geometry (same formula, charge and spin): 94.80 kcal per mole
2S+1: 2
<S²>: 0.77

Each line ends with the Mulliken charge.
Element x y z (Å)
C (0.386525, -0.916163, 1.156575)  -0.355
C (1.197618, -2.065585, 1.045455)  -0.639
C (0.814795, 1.420913, 0.761834)  -0.732
N (0.617585, 0.206929, 0.299665)  -0.042
H (-0.685880, -0.978702, 1.436571)  0.259
H (0.720652, -2.831489, 0.484654)  0.259
H (2.438457, -2.063608, 1.266067)  0.185
H (0.597290, 1.660369, 1.750992)  0.376
H (1.417816, 2.138703, 0.199400)  0.289
H (0.635876, 0.140101, -0.962589)  0.342
H (-0.589090, 1.382386, -2.123478)  0.314
H (-0.058368, 0.252073, -3.052479)  0.328
O (0.089219, 0.617772, -2.162750)  -0.582
H (-2.766838, 0.084129, 0.626862)  0.257
H (-2.636458, 0.723510, -0.676052)  0.260
O (-2.179194, 0.228658, -0.050720)  -0.519

Forces on atoms 1 to 3 (eV/Å):
C -0.194 -1.171 -1.699
C 2.230 2.475 0.678
C 0.559 1.200 -1.452

---

The following is a quantum chemistry calculation of the ion C6H10O with charge -1, from OMol25.

Properties
net charge: -1
gap between HOMO and LUMO (alpha / beta): 0.1163 / 0.2609 hartree
LUMO energy (alpha / beta): 3.98 / 3.93 eV
energy relative to the best compared isomer or geometry (same formula, charge and spin): 23.18 kcal per mole
2S+1: 2
<S²>: 0.75

Each line ends with the Mulliken charge.
Element x y z (Å)
O (-1.910991, -0.313504, -2.322844)  -0.691
C (-0.813828, 0.074920, -1.858258)  -0.556
C (-0.696018, 1.343618, -1.064791)  -0.644
C (-0.649519, 1.230506, 0.489645)  -0.908
C (-0.255026, -0.236672, 0.960790)  -1.119
C (1.631649, -1.940534, 0.882860)  -0.814
C (1.194941, -0.680224, 0.777271)  -0.127
H (0.109731, -0.539620, -1.871402)  0.414
H (-1.515359, 1.992564, -1.433724)  0.447
H (0.339527, 1.718471, -1.342927)  0.171
H (0.109718, 1.992333, 0.714091)  0.604
H (-1.685716, 1.378834, 0.806879)  0.362
H (-0.912472, -0.891511, 0.377230)  0.388
H (-0.582267, -0.306970, 1.995178)  0.590
H (1.037645, -2.651286, 1.463179)  0.238
H (2.655889, -2.262139, 0.790563)  0.291
H (1.942093, 0.091212, 0.636266)  0.354

Forces on atoms 1 to 3 (eV/Å):
O -1.627 -0.942 -0.557
C 1.316 0.828 0.608
C 1.464 -0.585 -1.118

---

The following is a quantum chemistry calculation of an isolated molecule of C4H11NO2, from OMol25.

Properties
net charge: 0
gap between HOMO and LUMO: 0.3736 hartree
LUMO energy: 0.84 eV
energy relative to the best compared isomer or geometry (same formula, charge and spin): 23.29 kcal per mole
structure (SMILES): C[C@H](O)[C@H](N)CO

Each line ends with the Mulliken charge.
Element x y z (Å)
C (0.102568, -1.608448, -1.277410)  -1.289
C (0.199035, -0.102691, -1.113349)  0.022
O (1.561125, 0.314591, -0.930059)  -0.529
C (-0.589468, 0.420156, 0.089179)  0.071
N (-0.735260, 1.870687, -0.036397)  -0.756
C (0.047140, 0.009613, 1.406959)  -0.595
O (-0.819485, 0.452519, 2.451940)  -0.518
H (0.606057, -1.925851, -2.190481)  0.396
H (-0.933174, -1.939507, -1.341769)  0.332
H (0.595046, -2.099142, -0.439525)  0.327
H (-0.204713, 0.417175, -1.986891)  0.346
H (2.009792, 0.079954, -1.722076)  0.299
H (-1.589695, -0.018705, 0.041047)  0.391
H (-1.223641, 2.217741, 0.781142)  0.310
H (0.191283, 2.288935, 0.040716)  0.274
H (0.162056, -1.076777, 1.468810)  0.288
H (1.034175, 0.473164, 1.480325)  0.318
H (-0.412841, 0.226587, 3.277840)  0.312

Forces on atoms 1 to 3 (eV/Å):
C 0.194 0.072 -0.055
C -0.187 0.225 0.353
O -0.750 0.096 0.792

---

The following is a quantum chemistry calculation of the ion C7H9N2S with charge +1, from OMol25.

Properties
net charge: +1
gap between HOMO and LUMO: 0.3214 hartree
LUMO energy: -3.59 eV
energy relative to the best compared isomer or geometry (same formula, charge and spin): 31.93 kcal per mole

Each line ends with the Mulliken charge.
Element x y z (Å)
C (-2.228286, 1.373959, -0.059652)  -0.181
C (-0.901202, 2.001651, -0.206816)  -0.141
C (-2.419772, 0.069562, 0.040884)  -0.565
C (0.099417, 1.190180, 0.022403)  0.063
C (2.182917, -0.301998, 0.027183)  0.625
C (-1.318720, -0.915237, -0.211745)  -0.581
C (-0.114268, -0.493643, 0.558662)  -0.360
N (1.126760, -1.119363, 0.080137)  -0.154
N (3.381914, -0.777574, -0.243522)  -0.334
S (1.855466, 1.414380, 0.055441)  -0.145
H (-2.976709, 2.161907, 0.038212)  0.361
H (-0.812439, 3.106095, -0.244875)  0.361
H (-3.343082, -0.393999, 0.371355)  0.366
H (-1.639182, -1.972809, 0.237918)  0.328
H (-1.066262, -0.972627, -1.263813)  0.358
H (-0.399965, -0.455662, 1.560144)  0.277
H (0.912837, -2.087811, -0.036018)  0.297
H (3.556864, -1.704004, -0.511682)  0.212
H (4.103705, -0.123003, -0.214223)  0.213

Forces on atoms 1 to 3 (eV/Å):
C -0.187 1.689 0.213
C -0.356 0.333 0.402
C -0.519 -0.634 0.165

---

The following is a quantum chemistry calculation of a cluster of 2 separate species, C5H13NO in total, from OMol25.

Properties
net charge: 0
gap between HOMO and LUMO: 0.2940 hartree
LUMO energy: 0.57 eV
energy relative to the best compared isomer or geometry (same formula, charge and spin): 39.95 kcal per mole
structure (SMILES): CC(C)=C(C)N.O

Each line ends with the Mulliken charge.
Element x y z (Å)
C (-0.518070, -0.992814, 1.821595)  -1.273
C (-1.368060, -0.541190, 0.640515)  0.475
C (-2.508269, -1.448067, 0.260272)  -1.234
C (-0.886460, 0.328384, -0.270114)  0.513
C (-0.874285, 0.155322, -1.789229)  -1.319
N (-0.244713, 1.534240, 0.071272)  -0.527
H (0.249328, -1.678799, 1.451977)  0.251
H (-0.010898, -0.155015, 2.306535)  0.381
H (-1.148821, -1.466780, 2.569979)  0.351
H (-2.676868, -1.410766, -0.817284)  0.292
H (-2.275472, -2.507092, 0.426940)  0.305
H (-3.449306, -1.232721, 0.771087)  0.282
H (-1.568538, -0.596255, -2.136691)  0.363
H (0.167308, -0.047690, -2.024520)  0.294
H (-1.163665, 1.103762, -2.238995)  0.343
H (-0.073017, 1.546016, 1.071149)  0.275
H (0.580063, 1.717873, -0.482439)  0.229
O (6.057403, 1.590131, -0.379565)  -0.640
H (5.337313, 1.615346, -1.014339)  0.317
H (6.375028, 2.486114, -0.238143)  0.322

Forces on atoms 1 to 3 (eV/Å):
C -0.732 1.209 0.243
C 0.378 -0.703 -0.624
C 0.590 -0.851 -0.655

---

The following is a quantum chemistry calculation of a structure of composition C19H36CaN2O4, from OMol25.

Properties
net charge: +2
gap between HOMO and LUMO: 0.3665 hartree
LUMO energy: -4.64 eV
energy relative to the best compared isomer or geometry (same formula, charge and spin): 4.49 kcal per mole

Each line ends with the Mulliken charge.
Element x y z (Å)
Ca (-0.433723, 0.060935, 0.525652)  2.408
C (2.477729, -0.079288, 1.773204)  -0.628
C (2.061832, 1.377250, 1.907718)  -0.889
O (0.627879, 1.481939, 2.083382)  -0.160
C (0.127485, 1.400867, 3.435355)  -0.611
C (-1.369387, 1.182500, 3.321265)  -0.843
O (-1.643270, 0.022060, 2.491546)  -0.131
C (-1.623584, -1.237172, 3.199794)  -0.690
C (-1.660768, -2.344036, 2.164391)  -0.841
O (-0.596431, -2.174005, 1.195477)  -0.285
C (0.681609, -2.735339, 1.570930)  -0.782
C (1.714620, -2.118331, 0.648342)  -0.817
O (1.655278, -0.667997, 0.742727)  -0.079
H (2.338904, -0.610597, 2.716025)  0.403
H (3.529169, -0.128049, 1.494245)  0.447
H (2.291501, 1.906462, 0.983835)  0.308
H (2.598575, 1.849879, 2.727438)  0.504
H (0.334369, 2.326513, 3.969854)  0.485
H (0.612731, 0.579830, 3.968530)  0.356
H (-1.825113, 2.035293, 2.822210)  0.256
H (-1.824533, 1.073918, 4.303463)  0.500
H (-2.492566, -1.318663, 3.851128)  0.504
H (-0.723021, -1.309780, 3.812037)  0.370
H (-2.595950, -2.294378, 1.610659)  0.306
H (-1.595660, -3.314131, 2.651912)  0.518
H (0.672282, -3.816565, 1.450544)  0.521
H (0.906708, -2.503700, 2.613928)  0.387
H (1.485317, -2.370404, -0.385317)  0.269
H (2.713052, -2.480962, 0.884297)  0.451
C (-1.062805, -0.261059, -4.365405)  -1.391
C (0.164835, -0.079985, -3.499846)  -0.005
C (0.516902, 1.174095, -3.003989)  -0.091
C (1.683839, 1.358213, -2.262604)  -0.896
C (2.531787, 0.285964, -2.020737)  -0.342
C (2.199072, -0.969798, -2.517911)  -0.908
C (1.021357, -1.152982, -3.235636)  -0.191
H (-1.525653, -1.239100, -4.214848)  0.407
H (-0.793673, -0.201521, -5.422648)  0.422
H (-1.808768, 0.517473, -4.186039)  0.319
H (-0.099232, 2.033812, -3.258414)  0.713
H (1.963097, 2.353776, -1.931895)  0.509
H (3.468038, 0.435545, -1.494627)  0.577
H (2.877543, -1.804352, -2.378497)  0.591
H (0.786622, -2.132236, -3.643673)  0.480
N (-1.052859, 2.279149, -0.156264)  -0.611
C (-2.458214, 2.734518, -0.440080)  -0.885
C (-3.014304, 2.067627, -1.703592)  0.219
C (-3.912714, 0.842877, -1.482678)  -1.300
C (-3.369422, -0.259090, -0.585491)  -0.368
N (-2.016557, -0.740720, -1.023904)  -0.490
H (-0.663471, 2.888906, 0.557819)  0.255
H (-0.508339, 2.477556, -0.994659)  0.082
H (-2.476971, 3.814248, -0.558640)  0.477
H (-3.078774, 2.496503, 0.427175)  0.402
H (-2.172184, 1.811584, -2.359728)  -0.492
H (-3.603870, 2.800225, -2.255049)  0.462
H (-4.148893, 0.409162, -2.458435)  0.436
H (-4.861748, 1.171077, -1.053765)  0.381
H (-4.079774, -1.081063, -0.602129)  0.475
H (-3.308727, 0.096638, 0.449991)  0.246
H (-1.890523, -0.481150, -2.000989)  -0.033
H (-2.010448, -1.756844, -1.031886)  0.309

Forces on atoms 1 to 3 (eV/Å):
Ca -0.392 0.530 -0.942
C -0.236 0.154 -0.038
C -0.283 -0.306 -0.015